{
  "formula": "CH3Cl2FSi",
  "method": "ωB97M-V/def2-TZVPD",
  "species": ["C", "F", "Si", "Cl", "Cl", "H", "H", "H"],
  "positions_angstrom": [[0.320, 0.114, 1.053], [1.421, 0.914, 1.166], [-0.531, 0.159, -0.648], [-1.786, 1.637, -1.022], [-1.303, -1.603, -1.132], [0.829, -0.826, 1.052], [-0.344, 0.107, 1.895], [1.394, -0.501, -2.364]],
  "energy_ha": -1349.5894,
  "homo_ha": [-0.354, -0.304],
  "charge": 0,
  "multiplicity": 1,
  "de_lowest_kcal_mol": 154.8,
  "gap_ev": [8.8, 7.6]
}

***

{
  "formula": "C4H12N2O2",
  "method": "ωB97M-V/def2-TZVPD",
  "species": ["N", "C", "O", "O", "H", "H", "H", "C", "C", "N", "C", "H", "H", "H", "H", "H", "H", "H", "H", "H"],
  "positions_angstrom": [[1.485, -0.129, 1.519], [2.135, 0.383, 0.370], [3.011, 1.238, 0.511], [2.383, -0.634, -0.569], [0.580, 0.324, 1.650], [2.052, -0.238, 2.345], [3.201, -0.390, -1.020], [-2.163, -1.128, -0.628], [-0.875, -1.044, 0.155], [-0.003, 0.346, -0.386], [-0.705, 1.618, -0.332], [-2.675, -2.056, -0.364], [-1.965, -1.106, -1.697], [-2.839, -0.311, -0.377], [-1.073, -1.065, 1.223], [-0.160, -1.815, -0.119], [0.267, 0.167, -1.351], [-1.491, 1.688, -1.090], [0.009, 2.428, -0.488], [-1.175, 1.724, 0.648]],
  "smiles": "NC(=O)O.CCNC",
  "energy_ha": -419.5329,
  "homo_ha": -0.333,
  "charge": 0,
  "multiplicity": 1,
  "de_lowest_kcal_mol": 72.5,
  "gap_ev": 9.9
}

***

{
  "formula": "C5H9BN2O3",
  "method": "ωB97M-V/def2-TZVPD",
  "species": ["B", "C", "C", "C", "C", "C", "N", "N", "O", "O", "O", "H", "H", "H", "H", "H", "H", "H", "H", "H"],
  "positions_angstrom": [[-1.997, -1.069, -0.318], [1.964, -0.015, -0.162], [0.400, -1.593, -0.716], [1.142, -1.257, 0.515], [0.492, 1.442, -1.282], [-0.287, 2.990, 0.323], [1.406, 0.991, -0.606], [-0.786, -1.442, -1.032], [-2.913, -0.142, -0.879], [-2.333, -1.585, 0.904], [-0.282, 2.509, -1.017], [3.048, -0.222, -0.178], [1.202, -2.019, -1.388], [1.810, -1.918, 0.873], [0.461, -0.912, 1.293], [-0.172, 4.126, 0.288], [0.482, 2.551, 1.036], [-1.240, 2.637, 0.873], [-2.777, 0.050, -1.873], [-3.351, -1.512, 1.046]],
  "energy_ha": -555.9740,
  "homo_ha": [-0.300, -0.300],
  "charge": 0,
  "multiplicity": 1,
  "de_lowest_kcal_mol": 79.8,
  "gap_ev": [8.6, 8.6]
}

***

{
  "formula": "C5H9NO",
  "method": "ωB97M-V/def2-TZVPD",
  "species": ["C", "C", "C", "C", "O", "C", "N", "H", "H", "H", "H", "H", "H", "H", "H", "H"],
  "positions_angstrom": [[1.180, 1.002, 0.967], [0.143, 0.047, 0.493], [0.740, -0.513, -1.612], [-1.033, -0.307, 1.329], [-2.005, -0.757, 0.349], [-1.609, -0.264, -0.849], [-0.335, 0.134, -0.794], [1.891, 1.288, 0.181], [1.766, 0.585, 1.792], [0.727, 1.941, 1.332], [0.783, -1.574, -1.327], [0.528, -0.409, -2.664], [1.731, -0.094, -1.388], [-0.850, -1.120, 2.040], [-1.451, 0.565, 1.863], [-2.207, -0.524, -1.711]],
  "energy_ha": -325.7731,
  "homo_ha": [-0.244, -0.223],
  "charge": 0,
  "multiplicity": 1,
  "de_lowest_kcal_mol": 103.2,
  "gap_ev": [7.6, 6.7]
}

***

{
  "formula": "C10H20Cl2N2RhS",
  "method": "ωB97M-V/def2-TZVPD",
  "species": ["Rh", "Cl", "Cl", "C", "H", "H", "C", "C", "H", "C", "H", "C", "H", "H", "C", "H", "H", "C", "H", "H", "H", "H", "C", "N", "C", "S", "N", "C", "H", "H", "H", "H", "H", "H", "H", "H"],
  "positions_angstrom": [[-0.535, 0.331, 0.155], [-2.352, 1.295, -0.747], [1.580, -0.133, 1.370], [-1.165, 0.134, 2.007], [-0.460, 0.198, 2.824], [-2.153, 0.608, 2.169], [-0.244, -1.619, -0.208], [-1.225, -1.204, 1.226], [0.912, -1.794, -0.332], [-2.734, -1.517, 1.189], [-0.611, -1.999, 1.668], [-3.173, -2.678, 0.258], [-3.141, -1.678, 2.220], [-3.266, -0.637, 0.761], [-2.427, -2.502, -1.084], [-2.908, -3.651, 0.718], [-4.274, -2.633, 0.129], [-0.954, -2.773, -0.793], [-2.785, -3.173, -1.856], [-2.538, -1.470, -1.438], [-0.954, -3.728, -0.153], [-0.372, -2.948, -1.717], [4.601, 1.872, -0.668], [3.238, 1.381, -0.847], [2.140, 2.094, -0.568], [0.681, 1.793, -1.444], [2.114, 2.948, 0.467], [2.988, 2.912, 1.647], [4.593, 2.955, -0.497], [5.171, 1.659, -1.578], [5.087, 1.360, 0.171], [3.099, 0.611, -1.510], [1.202, 3.386, 0.607], [3.725, 3.722, 1.590], [2.374, 3.085, 2.539], [3.489, 1.938, 1.751]],
  "energy_ha": -1931.5302,
  "homo_ha": [-0.058, -0.160],
  "charge": -1,
  "s2": 6.024,
  "multiplicity": 5,
  "de_lowest_kcal_mol": 18.6,
  "gap_ev": [4.4, 7.2]
}

***

{
  "formula": "C18H28N2O2",
  "method": "ωB97M-V/def2-TZVPD",
  "species": ["C", "O", "C", "C", "C", "C", "C", "N", "C", "C", "C", "O", "C", "C", "C", "N", "C", "C", "C", "C", "C", "C", "H", "H", "H", "H", "H", "H", "H", "H", "H", "H", "H", "H", "H", "H", "H", "H", "H", "H", "H", "H", "H", "H", "H", "H", "H", "H", "H", "H"],
  "positions_angstrom": [[-6.617, -1.669, 1.073], [-6.290, -0.991, -0.116], [-5.132, -0.280, -0.166], [-4.219, -0.163, 0.880], [-3.076, 0.592, 0.715], [-2.810, 1.246, -0.487], [-1.604, 2.033, -0.658], [-0.785, 2.217, 0.285], [0.395, 2.993, 0.072], [1.623, 2.316, 0.691], [2.148, 1.106, -0.112], [2.176, 1.424, -1.497], [1.234, -0.108, 0.048], [1.780, -1.359, -0.646], [0.817, -2.515, -0.383], [3.122, -1.643, -0.142], [3.675, -2.873, -0.669], [4.003, -0.527, -0.432], [3.576, 0.723, 0.341], [3.720, 0.475, 1.839], [-3.728, 1.118, -1.532], [-4.872, 0.370, -1.375], [-7.571, -2.157, 0.881], [-6.728, -0.976, 1.913], [-5.867, -2.427, 1.323], [-4.392, -0.656, 1.824], [-2.361, 0.691, 1.516], [-1.445, 2.452, -1.665], [0.567, 3.208, -0.996], [0.244, 3.947, 0.594], [2.422, 3.061, 0.758], [1.359, 1.995, 1.696], [2.783, 2.162, -1.624], [1.103, -0.315, 1.109], [0.261, 0.131, -0.378], [1.816, -1.161, -1.735], [1.015, -3.361, -1.036], [-0.203, -2.183, -0.561], [0.902, -2.838, 0.652], [3.099, -3.722, -0.309], [4.697, -2.981, -0.306], [3.694, -2.895, -1.771], [5.017, -0.803, -0.129], [4.018, -0.301, -1.514], [4.250, 1.544, 0.057], [3.125, -0.384, 2.133], [3.420, 1.341, 2.420], [4.762, 0.257, 2.067], [-3.538, 1.615, -2.473], [-5.588, 0.267, -2.174]],
  "smiles": "COc1ccc(/C=N/CC[C@]2(O)C[C@H](C)N(C)C[C@@H]2C)cc1",
  "energy_ha": -962.6560,
  "homo_ha": -0.302,
  "charge": 0,
  "multiplicity": 1,
  "de_lowest_kcal_mol": 68.3,
  "gap_ev": 9.0
}

***

{
  "formula": "C35H41N7O3S2SiTi",
  "method": "ωB97M-V/def2-TZVPD",
  "species": ["Ti", "O", "C", "C", "C", "C", "C", "C", "C", "N", "N", "C", "O", "C", "C", "C", "C", "C", "C", "H", "H", "H", "H", "H", "H", "H", "H", "H", "H", "C", "C", "N", "C", "C", "S", "C", "C", "S", "C", "N", "C", "H", "H", "H", "H", "H", "H", "H", "H", "C", "Si", "C", "C", "C", "C", "C", "C", "C", "C", "H", "H", "H", "H", "H", "H", "H", "H", "H", "H", "H", "H", "H", "H", "H", "H", "H", "H", "H", "H", "H", "N", "C", "O", "C", "C", "N", "C", "N", "H", "H"],
  "positions_angstrom": [[0.164, 0.109, -0.635], [-0.756, 1.347, -1.866], [-1.183, 2.567, -1.710], [-1.978, 3.161, -2.712], [-2.436, 4.459, -2.601], [-2.087, 5.229, -1.490], [-1.279, 4.676, -0.516], [-0.806, 3.356, -0.583], [0.102, 2.903, 0.433], [0.572, 1.689, 0.599], [1.592, 1.637, 1.579], [2.782, 1.935, 1.087], [3.111, 2.282, -0.069], [3.883, 1.756, 2.119], [3.629, 1.582, 3.477], [4.670, 1.368, 4.368], [5.983, 1.317, 3.914], [6.244, 1.497, 2.562], [5.201, 1.722, 1.675], [-2.242, 2.539, -3.560], [-3.066, 4.877, -3.379], [-2.436, 6.250, -1.392], [-0.989, 5.277, 0.341], [0.495, 3.659, 1.111], [2.599, 1.606, 3.809], [4.457, 1.230, 5.423], [6.795, 1.138, 4.610], [7.265, 1.460, 2.198], [5.366, 1.869, 0.614], [0.796, -1.273, 2.708], [1.906, -1.412, 1.734], [1.810, -1.045, 0.489], [3.013, -1.128, -0.163], [4.046, -1.586, 0.589], [3.481, -1.936, 2.164], [3.086, -0.615, -1.522], [4.058, -0.854, -2.438], [3.745, 0.070, -3.848], [2.304, 0.692, -3.130], [2.082, 0.228, -1.939], [1.439, 1.692, -3.815], [-0.145, -1.306, 2.158], [0.872, -0.279, 3.155], [0.817, -2.047, 3.475], [5.080, -1.687, 0.307], [4.905, -1.511, -2.349], [1.809, 1.916, -4.816], [1.418, 2.606, -3.218], [0.411, 1.332, -3.851], [-3.451, -0.408, -1.525], [-2.479, -0.747, 0.108], [-3.422, 0.371, 1.441], [-3.809, 1.689, 0.763], [-2.428, 0.693, 2.563], [-4.694, -0.178, 2.090], [-2.947, -2.635, 0.411], [-2.160, -3.472, -0.608], [-2.501, -3.095, 1.802], [-4.428, -2.984, 0.219], [-3.333, 0.633, -1.830], [-4.525, -0.631, -1.456], [-3.025, -1.024, -2.323], [-2.952, 2.173, 0.290], [-4.211, 2.394, 1.508], [-4.571, 1.540, -0.005], [-1.544, 1.207, 2.180], [-2.079, -0.218, 3.063], [-2.900, 1.328, 3.329], [-5.500, -0.286, 1.357], [-5.051, 0.526, 2.860], [-4.549, -1.145, 2.575], [-1.086, -3.400, -0.433], [-2.352, -3.154, -1.636], [-2.446, -4.531, -0.524], [-1.419, -3.012, 1.909], [-2.760, -4.154, 1.957], [-2.964, -2.519, 2.609], [-4.726, -2.855, -0.825], [-5.098, -2.385, 0.833], [-4.600, -4.041, 0.476], [0.440, -2.315, -4.082], [0.612, -2.504, -2.729], [0.078, -1.693, -1.957], [1.379, -3.633, -2.310], [2.027, -4.431, -3.271], [2.528, -5.070, -4.099], [1.532, -3.957, -0.945], [1.659, -4.253, 0.165], [0.116, -1.393, -4.323], [1.054, -2.783, -4.728]],
  "energy_ha": -3902.8379,
  "homo_ha": [-0.001, -0.045],
  "charge": -2,
  "s2": 2.026,
  "multiplicity": 3,
  "de_lowest_kcal_mol": 9.1,
  "gap_ev": [4.0, 5.2]
}

***

{
  "formula": "C4H9O",
  "method": "ωB97M-V/def2-TZVPD",
  "species": ["C", "O", "H", "H", "H", "C", "C", "C", "H", "H", "H", "H", "H", "H"],
  "positions_angstrom": [[1.388, 1.960, 0.221], [2.062, 1.376, 1.192], [1.687, 3.003, -0.085], [1.281, 1.460, -0.803], [0.260, 2.106, 0.325], [-1.152, -1.302, -1.172], [-1.085, -0.992, 0.305], [0.037, -0.961, 1.016], [-1.173, -2.368, -1.354], [-2.045, -0.777, -1.526], [-0.283, -0.829, -1.634], [-2.062, -0.892, 0.779], [0.111, -1.284, 2.056], [0.974, -0.501, 0.678]],
  "energy_ha": -232.9523,
  "homo_ha": -0.078,
  "charge": -1,
  "multiplicity": 1,
  "de_lowest_kcal_mol": 41.8,
  "gap_ev": 6.2
}

***

{
  "formula": "C22H41HfN3O11P3S4Sb",
  "method": "ωB97M-V/def2-TZVPD",
  "species": ["Hf", "C", "C", "O", "P", "S", "S", "O", "C", "C", "H", "H", "H", "H", "H", "H", "H", "H", "H", "H", "O", "P", "O", "O", "O", "P", "O", "O", "O", "H", "H", "C", "C", "C", "Sb", "C", "C", "C", "C", "C", "C", "H", "H", "H", "H", "H", "H", "H", "H", "H", "H", "H", "H", "H", "H", "H", "H", "H", "H", "H", "H", "H", "N", "C", "C", "C", "C", "C", "C", "S", "O", "O", "N", "C", "S", "C", "C", "N", "H", "H", "H", "H", "H", "H", "H", "H"],
  "positions_angstrom": [[-0.146, 0.355, 1.178], [4.811, -3.370, -1.151], [3.581, -2.652, -1.668], [3.405, -1.393, -1.007], [2.383, -1.211, 0.231], [0.576, -1.914, -0.249], [2.440, 0.776, 0.480], [3.088, -2.125, 1.311], [2.442, -3.089, 2.178], [2.620, -4.490, 1.637], [5.040, -4.225, -1.791], [4.661, -3.718, -0.132], [5.663, -2.689, -1.158], [2.677, -3.254, -1.548], [3.695, -2.408, -2.725], [1.390, -2.855, 2.286], [2.913, -2.973, 3.152], [2.292, -4.536, 0.597], [1.997, -5.172, 2.219], [3.657, -4.826, 1.700], [0.360, 2.857, 1.443], [-0.995, 2.854, 2.360], [-1.061, 3.884, 3.386], [-1.127, 1.357, 2.705], [-2.087, 3.095, 1.153], [-2.384, 1.996, -0.011], [-3.094, 0.797, 0.810], [-3.244, 2.507, -1.078], [-0.991, 1.387, -0.347], [1.118, 2.896, 2.067], [-4.021, 0.730, 0.551], [1.315, 0.152, -5.995], [1.599, -0.149, -4.523], [3.045, 0.269, -4.207], [0.424, 0.658, -2.842], [-1.581, -0.163, -3.315], [-1.702, -0.778, -4.706], [-2.065, -1.186, -2.289], [-0.238, 2.643, -3.454], [0.754, 3.683, -2.931], [-0.532, 2.863, -4.933], [2.004, -0.417, -6.632], [1.477, 1.209, -6.210], [0.302, -0.101, -6.300], [1.507, -1.229, -4.357], [3.184, 1.333, -4.427], [3.763, -0.289, -4.821], [3.300, 0.116, -3.156], [-2.216, 0.725, -3.248], [-0.994, -1.601, -4.837], [-1.517, -0.047, -5.493], [-2.713, -1.177, -4.857], [-1.490, -2.113, -2.355], [-3.119, -1.430, -2.468], [-1.985, -0.831, -1.264], [-1.172, 2.734, -2.891], [1.731, 3.576, -3.411], [0.896, 3.586, -1.852], [0.395, 4.700, -3.129], [0.386, 2.862, -5.522], [-1.020, 3.834, -5.083], [-1.195, 2.097, -5.339], [-5.880, 1.160, 5.495], [-4.766, 0.462, 5.015], [-3.596, 0.398, 5.767], [-2.493, -0.289, 5.288], [-2.553, -0.948, 4.068], [-3.728, -0.913, 3.328], [-4.830, -0.227, 3.804], [-0.976, -1.405, 3.286], [-1.382, -1.182, 1.787], [-0.772, -2.830, 3.539], [0.941, -0.594, 2.737], [1.343, 0.272, 3.713], [1.285, -0.180, 5.421], [1.841, 1.375, 5.877], [2.043, 2.118, 4.771], [1.763, 1.519, 3.566], [-5.662, 1.877, 6.167], [-6.516, 1.481, 4.784], [-3.544, 0.915, 6.719], [-1.572, -0.297, 5.858], [-3.768, -1.420, 2.373], [-5.749, -0.202, 3.227], [1.987, 1.647, 6.909], [2.384, 3.144, 4.770]],
  "energy_ha": -4760.4506,
  "homo_ha": [-0.173, -0.184],
  "charge": -1,
  "s2": 0.760,
  "multiplicity": 2,
  "de_lowest_kcal_mol": 46.0,
  "gap_ev": [7.2, 6.6]
}

***

{
  "formula": "C7H10S",
  "method": "ωB97M-V/def2-TZVPD",
  "species": ["C", "C", "C", "C", "C", "C", "S", "C", "H", "H", "H", "H", "H", "H", "H", "H", "H", "H"],
  "positions_angstrom": [[1.226, -1.448, 1.783], [-0.058, -0.988, 1.119], [-0.929, -1.497, 0.169], [-1.527, -0.198, -0.527], [-1.174, 0.916, 0.134], [0.163, 1.354, -0.168], [1.045, 0.629, -1.527], [-0.170, 0.514, 1.132], [1.327, -2.605, 1.879], [2.037, -0.900, 1.286], [1.089, -1.057, 2.790], [-1.309, -2.383, -0.382], [-1.192, -0.379, -1.598], [-2.552, -0.395, -0.701], [-1.982, 1.693, 0.085], [0.236, 2.339, 0.094], [0.197, 0.523, -2.795], [0.246, 1.181, 1.933]],
  "smiles": "CC1=CC[C@@H]2[C@H](S)[C@H]12",
  "energy_ha": -670.7532,
  "homo_ha": -0.308,
  "charge": 0,
  "multiplicity": 1,
  "de_lowest_kcal_mol": 94.3,
  "gap_ev": 9.1
}

***

{
  "formula": "C4H8BrN",
  "method": "ωB97M-V/def2-TZVPD",
  "species": ["C", "C", "C", "C", "N", "Br", "H", "H", "H", "H", "H", "H", "H", "H"],
  "positions_angstrom": [[-0.328, -1.764, -0.145], [-0.556, 1.437, 1.638], [1.614, -1.108, -1.543], [-0.991, 1.040, 0.304], [0.665, -1.904, -0.891], [-2.854, 0.855, -0.114], [-1.048, -2.375, 0.116], [-0.902, 2.366, 1.910], [0.471, 1.546, 1.822], [-0.999, 0.714, 2.433], [1.473, -0.873, -2.592], [2.585, -1.386, -1.473], [1.549, -0.072, -0.934], [-0.679, 1.525, -0.531]],
  "energy_ha": -2785.7736,
  "homo_ha": [-0.266, -0.291],
  "charge": 0,
  "multiplicity": 1,
  "de_lowest_kcal_mol": 110.7,
  "gap_ev": [7.6, 8.3]
}

***

{
  "formula": "C3H6N2O2",
  "method": "ωB97M-V/def2-TZVPD",
  "species": ["N", "C", "O", "N", "C", "C", "O", "H", "H", "H", "H", "H", "H"],
  "positions_angstrom": [[-0.509, -0.756, -1.575], [-0.918, 0.492, -1.112], [-1.540, 1.306, -1.770], [-0.497, 0.777, 0.171], [0.155, -0.119, 1.085], [1.670, 0.031, 1.069], [2.393, -0.576, 1.812], [-0.756, -0.939, -2.538], [-0.817, -1.508, -0.976], [-0.909, 1.624, 0.525], [-0.100, -1.161, 0.905], [-0.196, 0.083, 2.103], [2.023, 0.746, 0.302]],
  "smiles": "NC(=O)NCC=O",
  "energy_ha": -377.9190,
  "homo_ha": -0.361,
  "charge": 0,
  "multiplicity": 1,
  "de_lowest_kcal_mol": 25.3,
  "gap_ev": 10.4
}